Record 1
Computed, not measured: C27H27AsN5O6SSeTc as an isolated structure, with ωB97M-V/def2-TZVPD.

* energy above the lowest of the compared OMol25 structures with the same formula, charge and spin: 0.484 eV
* energy: -187387.518 eV
* molecular weight: 801.49 g mol⁻¹
* net charge: +1
* spin multiplicity: 4
* E_HOMO (alpha / beta): -10.55 / -10.50 eV
* maximum force: 0.0083 hartree/bohr

Geometry as XYZ:
```
69
Properties=species:S:1:pos:R:3:mulliken_spin:R:1
Tc -0.5163 0.2749 -0.0909 1.867
C -2.6962 2.0454 1.5828 -0.002
O -1.4203 1.3769 1.5534 0.014
C -0.5019 1.6596 2.5549 -0.030
C -0.8490 2.3260 3.7158 -0.011
C 0.1299 2.5611 4.6717 0.007
C 1.4339 2.1370 4.4661 -0.003
C 1.7720 1.4700 3.3008 0.009
C 0.8060 1.2283 2.3361 0.015
N 1.0882 0.5419 1.1026 0.013
N 2.2813 0.1623 0.9709 -0.050
C 2.6917 -0.5422 -0.1272 -0.019
C 1.8791 -0.9685 -1.1889 0.026
O 0.5885 -0.7211 -1.2936 0.084
C 2.4404 -1.7401 -2.2444 0.017
C 3.7555 -2.0616 -2.2378 -0.016
C 4.6271 -1.6402 -1.1911 0.008
C 5.9965 -1.9747 -1.2137 -0.009
C 6.8294 -1.5596 -0.2106 0.010
C 6.3095 -0.7949 0.8464 -0.007
C 4.9807 -0.4592 0.8888 0.006
C 4.1044 -0.8772 -0.1313 -0.002
H -3.2803 1.6776 2.4247 0.001
H -3.1840 1.7950 0.6466 -0.001
H -2.5371 3.1203 1.6539 0.002
H -1.8605 2.6608 3.8852 0.000
H -0.1369 3.0776 5.5830 0.000
H 2.1935 2.3326 5.2090 0.000
H 2.7819 1.1343 3.1207 0.000
H 1.7798 -2.0634 -3.0367 0.002
H 4.1675 -2.6557 -3.0444 -0.001
H 6.3767 -2.5632 -2.0388 0.000
H 7.8804 -1.8115 -0.2319 0.000
H 6.9676 -0.4612 1.6376 0.000
H 4.5997 0.1376 1.7036 0.001
C 0.5049 -2.6273 2.2747 -0.002
C -0.8644 -2.4150 1.7427 0.019
N -1.2343 -1.4865 0.8758 -0.014
C -2.5855 -1.6367 0.6609 0.017
C -3.0439 -2.6754 1.4096 -0.002
N -1.9441 -3.1476 2.0764 0.005
C -4.3731 -3.2947 1.6790 0.001
O -5.4088 -2.7952 1.0357 0.000
O -4.4380 -4.1852 2.4849 0.000
C -3.2426 -0.7464 -0.3208 -0.015
O -4.4438 -0.8073 -0.5334 0.018
O -2.4267 0.0807 -0.9036 0.047
H 1.2418 -2.4248 1.4988 -0.001
H 0.6313 -3.6523 2.6174 0.000
H 0.6965 -1.9560 3.1138 0.000
H -1.9926 -3.9309 2.7148 0.000
H -5.1485 -2.0530 0.4309 0.000
C -1.9873 4.4987 -2.9036 0.000
As -1.5914 2.6238 -2.9022 0.000
C -0.6343 2.2859 -4.5304 -0.007
C -3.2859 1.7502 -3.1087 -0.001
S -0.2346 2.3829 -1.2394 0.022
H -2.5822 4.7486 -3.7809 0.000
H -1.0513 5.0536 -2.9102 0.000
H -2.5408 4.7361 -1.9969 0.000
H -1.2223 2.6425 -5.3753 0.000
H -0.4643 1.2150 -4.6269 0.008
H 0.3199 2.8063 -4.4840 0.001
H -3.6654 2.1260 -4.0598 0.001
H -3.9518 2.0194 -2.2937 -0.001
H -3.1594 0.6739 -3.1358 0.002
Se -1.3519 -1.7795 -3.3643 0.854
C -2.6009 -3.0253 -3.7497 -0.098
N -3.4029 -3.8293 -3.9693 0.214
```

=====

Record 2
Computed, not measured: C27H27BIrN3O2 as an isolated structure, with ωB97M-V/def2-TZVPD.

* energy above the lowest of the compared OMol25 structures with the same formula, charge and spin: 1.239 eV
* energy: -40494.034 eV
* molecular weight: 628.56 g mol⁻¹
* net charge: +3
* spin multiplicity: 2
* E_HOMO (alpha / beta): -17.63 / -17.63 eV
* maximum force: 0.0418 hartree/bohr

Geometry as XYZ:
```
61
Properties=species:S:1:pos:R:3:mulliken_spin:R:1
Ir 0.2825 -0.3535 -0.6465 0.006
C 2.4722 1.4533 -2.5582 -0.006
C 2.6562 1.6446 -1.0865 0.001
C 3.6473 2.5047 -0.6056 0.000
C 3.8302 2.6644 0.7459 0.000
C 3.0216 1.9306 1.6144 0.000
C 2.0722 1.0929 1.0890 0.001
N 1.8724 0.9619 -0.2446 0.001
C 1.2029 0.2804 1.9379 0.000
C 1.2919 0.1229 3.3030 0.000
C 0.4059 -0.7406 3.9315 0.000
C -0.5468 -1.4525 3.2175 0.000
C -0.6211 -1.2757 1.8527 0.000
N 0.2463 -0.4110 1.2696 -0.001
C -1.5297 -1.9560 0.9277 0.000
C -2.4549 -2.8624 1.3750 0.000
C -3.2942 -3.4835 0.4511 0.000
C -3.1760 -3.1277 -0.8685 0.000
C -2.2374 -2.1702 -1.2655 0.001
C -2.1666 -1.7663 -2.7004 -0.003
N -1.3988 -1.6178 -0.3788 0.000
H 3.3432 1.8269 -3.0946 0.001
H 1.6164 2.0250 -2.9155 0.009
H 2.3493 0.4005 -2.8194 -0.001
H 4.2659 3.0351 -1.3166 0.000
H 4.5865 3.3350 1.1302 0.000
H 3.1390 2.0212 2.6843 0.000
H 2.0410 0.6440 3.8806 0.000
H 0.4701 -0.8737 5.0043 0.000
H -1.2067 -2.1355 3.7315 0.000
H -2.5281 -3.0943 2.4273 0.000
H -4.0241 -4.2152 0.7694 0.000
H -3.8156 -3.5692 -1.6203 0.000
H -2.9485 -2.2706 -3.2654 0.000
H -1.2067 -2.0257 -3.1514 -0.002
H -2.3517 -0.7010 -2.8005 0.005
C -2.3048 6.1654 -5.2029 0.078
C -3.2343 4.9425 -5.4704 0.102
C -3.5712 4.8925 -6.9627 0.023
C -4.5314 5.1180 -4.6566 0.034
C -2.4510 3.7590 -4.9893 0.059
C -1.8260 2.8475 -5.9284 0.158
C -1.1009 1.7542 -5.5444 -0.006
C -0.9843 1.5680 -4.1671 0.251
O -0.3503 0.5840 -3.5088 0.048
B -0.5251 0.8536 -2.1355 0.047
O -1.2694 2.0048 -1.9693 -0.007
C -1.5685 2.4648 -3.2216 0.147
C -2.2836 3.5502 -3.5918 0.060
H -2.8375 7.0522 -5.5492 0.010
H -1.3701 6.0912 -5.7602 -0.005
H -2.0872 6.2914 -4.1421 -0.003
H -4.1560 5.7752 -7.2154 0.000
H -4.1731 4.0185 -7.2180 -0.006
H -2.6822 4.9157 -7.5947 -0.002
H -5.0666 5.9798 -5.0528 0.002
H -4.3511 5.3146 -3.6001 0.001
H -5.1804 4.2469 -4.7521 -0.003
H -1.9566 3.0454 -6.9827 -0.006
H -0.6514 1.0715 -6.2525 0.004
H -2.7223 4.2178 -2.8646 0.004
```

=====

Record 3
Computed, not measured: C27H27BrIrN7O2SSe2 as an isolated structure, with ωB97M-V/def2-TZVPD.

* energy above the lowest of the compared OMol25 structures with the same formula, charge and spin: 0.479 eV
* energy: -257342.540 eV
* molecular weight: 943.67 g mol⁻¹
* net charge: +3
* spin multiplicity: 6
* E_HOMO (alpha / beta): -15.27 / -15.27 eV
* maximum force: 0.0267 hartree/bohr

Geometry as XYZ:
```
68
Properties=species:S:1:pos:R:3:mulliken_spin:R:1
Ir 0.8536 -0.6038 -1.3643 2.447
O -2.9083 -2.2177 -0.5775 0.000
C -3.8612 -1.2260 -0.5788 -0.003
C -5.1798 -1.5427 -0.3326 -0.003
C -6.1440 -0.5450 -0.3603 0.002
C -5.8032 0.7720 -0.6408 0.003
C -4.4781 1.0848 -0.8755 0.006
C -3.4990 0.0927 -0.8334 0.087
C -2.0439 0.4520 -0.9880 -0.059
O -1.2756 -0.4502 -1.6753 0.190
N -1.5024 0.5867 0.4167 0.378
N -0.2588 0.4100 0.6326 0.221
C 0.2394 0.6473 1.8473 0.037
C 1.5953 0.5142 2.1207 0.151
Br 2.7117 -0.0525 0.6737 0.129
C 2.2500 0.6935 3.3385 0.012
C 1.7919 1.3156 4.5201 0.091
C 0.7990 2.3344 4.5608 0.049
C 0.4265 2.8798 5.7600 -0.010
C 1.0211 2.4275 6.9476 0.128
C 2.0260 1.4596 6.9291 -0.019
C 2.4339 0.9312 5.7295 0.071
H -2.1725 -1.8430 -1.0877 0.013
H -5.4425 -2.5741 -0.1323 0.000
H -7.1795 -0.8028 -0.1769 0.000
H -6.5630 1.5405 -0.6857 0.000
H -4.1969 2.1105 -1.0990 0.002
H -1.9776 1.4760 -1.3906 0.019
H -2.1074 0.9900 1.1345 -0.011
H -0.4177 0.9258 2.6649 -0.006
H 3.2501 0.2729 3.4002 -0.004
H 0.4059 2.7497 3.6436 -0.001
H -0.3002 3.6805 5.7929 0.001
H 0.7191 2.8643 7.8918 0.003
H 2.4941 1.1428 7.8516 0.002
H 3.2255 0.1910 5.7009 -0.002
N 0.4149 -2.6515 0.0497 0.123
N -0.4315 -3.6235 -0.4864 -0.013
C -0.5784 -3.7423 -1.8140 -0.042
N -1.3525 -4.7132 -2.2590 0.022
S 0.2085 -2.6950 -2.9018 0.402
H 1.2839 -3.0852 0.3513 -0.001
H -0.0393 -2.2573 0.8687 -0.001
H -0.9101 -4.2452 0.1494 0.002
H -1.8308 -5.3575 -1.6469 -0.001
H -1.5174 -4.8032 -3.2492 0.002
Se 0.5694 0.2260 -4.1540 0.311
Se 2.7984 0.8775 -4.2643 0.002
C 3.5544 -0.5779 -3.2725 0.024
C 4.8616 -0.9081 -3.5958 0.010
C 5.4602 -1.9787 -2.9551 0.000
C 4.7138 -2.7246 -2.0519 0.003
C 3.4189 -2.3403 -1.8014 -0.006
N 2.8398 -1.2595 -2.3674 0.076
C 0.0846 1.7814 -3.1376 0.039
C -0.6234 2.8454 -3.6489 -0.007
C -0.7760 3.9583 -2.8249 -0.006
C -0.2121 3.9469 -1.5581 0.008
C 0.4542 2.8085 -1.1317 -0.001
N 0.5890 1.7337 -1.9123 0.119
H 5.3883 -0.3473 -4.3571 0.000
H 6.4820 -2.2512 -3.1881 0.000
H 5.1238 -3.6000 -1.5662 0.000
H 2.7951 -2.9231 -1.1379 0.005
H -1.0217 2.8210 -4.6546 0.004
H -1.3079 4.8307 -3.1838 0.000
H -0.2813 4.8087 -0.9076 0.000
H 0.9101 2.7585 -0.1490 0.002
```

=====

Q: What is the maximum force in the second record?
A: 0.0418 hartree/bohr